Record 1
The following is a DFT calculation (wB97M-V/def2-TZVPD) of 2 unconnected molecules or ions with the total composition C4H6BF8O3S.

Calculated values
E_LUMO, eV: -5.068
Total charge: +1
HOMO-LUMO gap, Ha: 0.3390
M, Da: 296.95

Each atom is followed by the atoms it is bonded to, with distances in Å.
Cartesian coordinates (Å):
1 C 3.441 -0.022 0.736  O2 1.451, H17 1.084, H18 1.084, H19 1.083
2 O 2.623 0.042 -0.461  C1 1.451, B3 1.314
3 B 1.313 0.076 -0.541  O2 1.314, O4 1.344, S5 1.995
4 O 0.572 0.367 -1.625  B3 1.344, H20 0.970
5 S 0.380 -0.535 1.112  B3 1.995, C6 1.890, C10 1.884
6 C -0.426 -2.162 0.589  S5 1.890, F7 1.306, F8 1.301, F9 1.298
7 F 0.606 -2.879 0.233  C6 1.306
8 F -1.256 -2.017 -0.403  C6 1.301
9 F -1.028 -2.651 1.630  C6 1.298
10 C -0.931 0.775 1.450  S5 1.884, F11 1.352, F12 1.333, C13 1.555
11 F -0.322 1.903 1.024  C10 1.352
12 F -1.066 0.800 2.776  C10 1.333
13 C -2.336 0.634 0.800  C10 1.555, F14 1.327, F15 1.309, F16 1.328
14 F -2.907 -0.466 1.274  C13 1.327
15 F -3.013 1.702 1.141  C13 1.309
16 F -2.232 0.547 -0.522  C13 1.328
17 H 3.077 0.674 1.483  C1 1.084
18 H 3.474 -1.039 1.110  C1 1.084
19 H 4.439 0.275 0.439  C1 1.083
20 H 0.596 1.306 -1.866  O4 0.970
21 O -1.875 1.182 -3.616  H22 0.963, H23 0.959
22 H -1.332 0.532 -4.075  O21 0.963
23 H -1.798 0.957 -2.687  O21 0.959

---

Record 2
The following is a DFT calculation (wB97M-V/def2-TZVPD) of 2 unconnected molecules or ions with the total composition C3H9NS.

Calculated values
E_LUMO, eV: -0.240
HOMO-LUMO gap, Ha: 0.2114
M, Da: 91.18

Each atom is followed by the atoms it is bonded to, with distances in Å.
Cartesian coordinates (Å):
1 C 2.142 1.310 -1.761  S2 1.762, H3 1.149, H4 1.104, H5 1.169
2 S 1.193 1.102 -0.291  C1 1.762
3 H 3.062 1.994 -1.829  C1 1.149
4 H 2.544 0.357 -2.146  C1 1.104
5 H 1.732 2.086 -2.532  C1 1.169
6 C -0.933 -1.224 1.152  C7 1.335, N8 1.513, H9 1.029
7 C -0.883 -0.434 2.228  C6 1.335, H10 1.183, H11 1.084
8 N -1.586 -0.832 -0.155  C6 1.513, H12 1.013, H13 0.975, H14 1.035
9 H -0.213 -1.936 0.973  C6 1.029
10 H -0.237 -0.712 3.179  C7 1.183
11 H -1.397 0.501 2.419  C7 1.084
12 H -0.995 -0.206 -0.690  N8 1.013
13 H -1.933 -1.549 -0.716  N8 0.975
14 H -2.495 -0.456 0.169  N8 1.035

---

Record 3
The following is a DFT calculation (wB97M-V/def2-TZVPD) of a single C2H2ClNO molecule.

Calculated values
E_LUMO (spin up / spin down), eV: -1.634 / -0.959
HOMO-LUMO gap (spin up / spin down), Ha: 0.2641 / 0.3365
M, Da: 91.50

Each atom is followed by the atoms it is bonded to, with distances in Å.
Cartesian coordinates (Å):
1 C 0.234 -1.359 -0.111  C2 1.303, H6 1.142
2 C -0.260 -0.170 0.088  C1 1.303, N3 1.342, Cl5 1.852
3 N 0.495 0.936 -0.002  C2 1.342, O4 1.239, H7 0.959
4 O 1.729 0.840 -0.066  N3 1.239
5 Cl -2.053 0.276 -0.041  C2 1.852
6 H -0.269 -2.342 0.180  C1 1.142
7 H 0.125 1.819 -0.049  N3 0.959